43
Properties=species:S:1:pos:R:3:forces:R:3:lowdin_spin:R:1 method="wB97M-V/def2-TZVPD" total_charge=+2 relative_energy_ev=0.489 multiplicity=5
Pd -0.060458 1.029013 1.164240 -0.23 -0.04 -0.27 1.48
N -2.668925 -1.250675 0.508426 -0.04 0.00 -0.06 0.00
N -2.435800 -2.227259 1.477044 0.06 -0.01 0.08 0.00
C -1.513545 -2.054628 2.430770 0.01 0.30 -0.17 0.01
N -1.368256 -2.985870 3.352460 -0.07 -0.10 0.01 0.00
N -0.781925 -0.904921 2.335094 0.16 -0.13 0.15 0.06
N 0.135886 -0.643114 3.269123 0.00 0.24 -0.09 0.00
O 0.365420 -1.257520 4.267246 0.00 -0.12 0.06 0.02
O 0.792126 0.422014 2.991831 0.02 -0.22 0.00 0.16
H -3.628854 -0.929813 0.580764 0.01 -0.01 0.00 0.00
H -2.519898 -1.647625 -0.413163 -0.01 -0.01 0.02 0.00
H -2.999807 -3.066725 1.494345 0.00 0.01 -0.01 0.00
H -1.964990 -3.799440 3.352761 0.03 -0.01 0.02 0.00
H -0.706269 -2.869911 4.104046 0.01 0.02 0.00 0.00
C 2.312082 -1.703106 0.220457 0.06 0.07 -0.03 0.01
Si 2.259991 -0.055897 -0.644317 -0.03 -0.02 -0.03 0.04
C 2.914592 1.347348 0.407390 0.04 -0.04 0.00 0.03
C 3.092481 -0.089160 -2.305171 -0.02 -0.01 0.09 0.01
N 0.473689 0.358901 -0.722350 0.28 -0.15 0.04 0.57
C -0.399130 0.585598 -1.697885 -0.05 0.05 0.02 0.11
C -0.113910 0.276007 -3.065762 0.02 -0.04 -0.03 0.15
C -1.021111 0.573616 -4.049439 0.02 -0.01 0.00 0.00
C -2.235610 1.191037 -3.733749 0.01 0.00 -0.03 0.22
C -2.550080 1.496047 -2.402578 0.00 0.01 0.11 0.01
C -1.666348 1.188651 -1.403380 -0.03 0.01 -0.05 0.15
H 3.353992 -2.003685 0.353444 0.01 0.00 0.00 0.00
H 1.824263 -2.483203 -0.365851 -0.02 0.01 -0.03 0.00
H 1.860462 -1.679738 1.213763 -0.01 0.04 -0.01 0.00
H 4.005602 1.345908 0.325094 0.01 -0.02 0.01 0.01
H 2.702580 1.251531 1.476242 -0.02 -0.02 -0.03 0.00
H 2.592148 2.332965 0.061641 -0.03 -0.02 -0.04 0.00
H 4.165467 -0.170355 -2.106599 0.01 0.00 0.01 0.00
H 2.947518 0.819824 -2.889643 -0.03 0.03 0.02 0.00
H 2.823828 -0.953115 -2.913787 -0.02 -0.01 0.02 0.00
H 0.823494 -0.197234 -3.311438 0.00 0.00 -0.01 0.01
H -0.794256 0.334044 -5.079166 0.01 0.00 0.00 0.00
H -2.937371 1.434880 -4.519438 0.00 0.00 -0.01 0.01
H -3.490803 1.976439 -2.169974 0.00 0.00 0.01 0.00
H -1.927262 1.415170 -0.371209 -0.02 0.01 0.00 0.01
Cl -1.749359 2.711705 2.437595 -0.24 0.08 0.19 0.24
C -0.208812 3.375309 2.101617 0.08 0.09 0.03 0.63
H 0.474884 3.405754 2.937520 0.01 0.01 -0.01 0.03
H -0.177726 4.101236 1.301985 0.01 0.00 0.00 0.03



12
Properties=species:S:1:pos:R:3:forces:R:3:lowdin_charge:R:1 method="wB97M-V/def2-TZVPD" total_charge=+1 relative_energy_ev=1.772 smiles=C[n+]1ccco1
C -1.844830 -0.396453 0.043412 1.06 2.40 -0.65 0.08
N -0.391457 -0.142667 0.010351 -1.22 1.89 0.37 -0.13
C 0.260375 1.038397 0.131220 -0.49 -2.81 -0.72 0.08
C 1.597664 0.710245 0.062010 -1.77 -2.88 0.15 0.06
C 1.578970 -0.671360 -0.068937 4.01 1.63 -0.62 -0.05
O 0.429061 -1.194337 -0.164038 -2.23 0.26 0.60 0.16
H -1.833461 -1.458812 -0.164990 -1.28 -0.24 0.82 0.11
H -2.233736 0.199974 0.959184 0.18 -2.05 -1.37 0.15
H -2.132198 0.150730 -0.880354 -0.73 -0.60 0.61 0.12
H -0.360755 1.900552 0.097770 0.00 0.76 0.42 0.16
H 2.491367 1.147780 0.219812 2.37 2.17 0.21 0.10
H 2.439000 -1.284045 -0.245442 0.09 -0.53 0.18 0.16



12
Properties=species:S:1:pos:R:3:forces:R:3:lowdin_charge:R:1 method="wB97M-V/def2-TZVPD" relative_energy_ev=1.943 smiles=Cc1nc(S)oc1F
C -0.339643 -1.746794 -0.749032 -2.97 -1.70 0.20 -0.05
C -0.309254 -0.376870 -0.076179 -0.33 -1.77 1.76 -0.30
N 0.043157 0.772479 -0.700985 1.19 1.23 1.46 0.10
C 0.358268 1.617744 0.273782 -1.49 -3.37 -0.73 -0.83
S 0.761987 3.203641 -0.011599 2.63 2.20 -2.23 0.82
O 0.138078 1.116202 1.560755 -0.93 0.06 -1.68 0.07
C -0.455908 -0.104372 1.293026 1.79 -0.84 -1.16 -0.24
F -0.668298 -0.901734 2.362408 0.16 1.07 -1.20 0.10
H -0.813087 -2.474073 0.099048 0.62 1.55 -2.35 0.12
H -0.960534 -1.784211 -1.798846 1.22 0.20 2.87 0.12
H 0.589714 -2.296548 -0.982675 0.12 1.13 0.26 0.06
H 1.655522 2.974537 -1.269703 -2.00 0.24 2.79 0.03



48
Properties=species:S:1:pos:R:3:forces:R:3:lowdin_spin:R:1 method="wB97M-V/def2-TZVPD" total_charge=-2 energy_ev=-121821.084 multiplicity=3
Pd 1.306881 0.145004 0.021117 0.20 -0.18 0.58 1.39
F 4.123781 0.802904 -0.007583 0.47 0.20 0.14 0.04
C 3.332681 -0.318396 0.185017 0.31 -0.03 -0.05 0.17
F 3.728381 -1.167896 -0.845083 0.25 -0.51 -0.29 0.03
H 3.720381 -0.787696 1.113917 -0.34 0.11 -0.25 0.02
C 2.408981 4.628004 -0.736083 -0.14 -0.42 -0.12 0.00
C 1.790381 3.216004 -0.923283 -0.11 0.39 -0.84 0.01
O 1.799981 2.475504 0.155217 -0.09 -0.46 0.57 0.07
C 2.557081 2.538604 -2.126483 0.13 -0.13 -0.16 0.00
F 3.889881 2.688904 -2.039483 0.23 0.01 0.34 0.00
F 2.257481 3.056104 -3.350083 -0.26 0.18 -0.19 0.00
F 2.313181 1.223404 -2.222283 0.05 0.23 -0.10 0.02
C 0.327281 3.442004 -1.457583 0.11 0.44 -0.26 0.00
F -0.484719 3.878604 -0.490183 -0.12 -0.18 0.43 0.00
F -0.207619 2.355904 -2.006883 -0.13 -0.26 -0.07 0.00
F 0.225381 4.412904 -2.423683 0.15 0.21 -0.17 0.00
H 3.377381 4.497404 -0.261283 0.04 0.00 0.02 0.00
H 1.750581 5.195304 -0.082383 0.01 0.08 0.05 0.00
H 2.513181 5.127704 -1.696883 0.08 0.24 -0.01 0.00
C -0.082219 0.128004 2.868017 0.04 -0.02 -0.16 0.00
C 0.146381 -1.298396 2.479817 0.02 -0.04 0.33 0.01
C -0.340919 -2.457296 3.058117 -0.26 0.27 0.36 0.00
C 0.163081 -3.520896 2.292217 -0.01 -0.36 -0.16 0.00
C 0.924581 -2.958496 1.281917 0.00 -0.33 0.04 0.01
C 1.701981 -3.668796 0.219817 0.00 0.23 0.07 0.00
N 0.921681 -1.610796 1.414117 -0.11 0.65 -0.26 0.12
H -1.086319 0.441004 2.572417 0.07 0.22 -0.02 0.00
H 0.645381 0.766304 2.334717 -0.38 -0.04 0.45 0.00
H 0.012081 0.262604 3.949017 0.10 0.09 0.00 0.00
H -1.006419 -2.527996 3.906117 -0.03 0.04 0.12 0.00
H -0.021519 -4.570096 2.458617 0.03 -0.21 -0.05 0.00
H 1.147981 -4.534396 -0.152083 0.03 -0.01 -0.04 0.00
H 2.666081 -4.019396 0.604517 0.06 -0.02 -0.12 0.00
H 1.893281 -2.982096 -0.602883 0.05 -0.07 -0.11 0.00
Br -7.023819 -2.227996 -0.740083 0.06 0.00 0.07 0.00
C -5.202119 -1.644096 -0.684883 0.29 0.08 -0.15 0.00
C -4.253519 -2.340896 -1.430483 -0.84 0.01 0.31 0.00
C -2.955319 -1.888796 -1.436383 0.67 0.64 0.26 0.00
C -2.582619 -0.748696 -0.711783 -1.20 -0.49 0.13 0.00
C -3.559419 -0.093196 0.055117 0.90 -0.06 -0.32 0.00
C -4.864419 -0.521896 0.065817 -0.65 -0.60 -0.21 0.00
C -1.170319 -0.284496 -0.671383 1.03 0.42 -0.21 0.01
O -0.287219 -0.936196 -1.298983 -0.42 -0.11 0.06 0.07
O -0.910219 0.740604 0.001517 -0.56 -0.38 0.12 0.02
H -4.544419 -3.238296 -1.960783 0.02 0.05 -0.08 0.00
H -2.186819 -2.406396 -1.988783 0.11 -0.06 -0.04 0.00
H -3.256819 0.754004 0.651117 0.11 0.10 -0.01 0.00
H -5.618619 -0.023196 0.659517 0.01 0.04 -0.02 0.00